# 1
Here is a structure of composition C9H12ClF2N2O18V in a non-equilibrium geometry from the OMol25 dataset. Energies are from the ωB97M-V functional and the def2-TZVPD basis.

Its spin multiplicity is 4. The calculation puts the HOMO energy (alpha / beta) at -0.2164 / -0.2095 Ha. As for the total charge: -1. The calculation puts the orbital gap (alpha / beta) at 4.80 / 4.74 eV. The total energy is -3417.29605 Eh.

```
45
C9H12ClF2N2O18V, DFT the ωB97M-V functional and the def2-TZVPD basis
O -36.698 29.141 5.435
V -35.743 28.347 6.480
C -34.669 23.610 6.737
O -35.156 24.252 5.803
O -34.491 22.405 6.891
O -34.603 24.292 7.743
Cl -31.532 31.446 9.130
O -30.790 32.263 8.213
O -32.940 31.695 8.885
O -31.397 30.073 8.760
O -31.081 31.503 10.564
C -29.258 30.044 2.535
N -30.226 28.931 2.499
O -31.412 29.103 2.945
O -29.798 27.861 2.095
H -29.881 30.939 2.537
H -28.609 30.052 1.659
H -28.607 30.126 3.405
C -42.292 34.981 7.605
N -42.021 33.555 7.965
O -40.946 33.133 7.500
O -42.762 32.886 8.706
H -41.366 35.513 7.387
H -42.756 35.471 8.461
H -42.950 34.795 6.756
C -39.043 32.457 13.857
C -38.999 31.532 15.021
O -38.204 30.476 14.635
C -37.928 30.578 13.355
O -37.256 29.791 12.712
O -38.416 31.698 12.874
F -40.191 31.026 15.290
H -38.455 33.360 14.025
H -40.096 32.688 13.697
H -38.678 32.062 15.918
C -42.487 24.395 11.667
C -43.438 25.497 11.291
O -42.869 25.968 10.139
C -41.591 25.670 10.130
O -40.796 26.155 9.349
O -41.295 24.862 11.113
F -43.413 26.452 12.220
H -42.695 23.366 11.376
H -42.342 24.462 12.745
H -44.457 25.152 11.115
```



# 2
Here is an isolated molecule of C2H4N2OS in a non-equilibrium geometry from the OMol25 dataset. Energies are from the ωB97M-V functional and the def2-TZVPD basis.

The calculation puts the HOMO energy at -0.3411 Ha. The calculation puts the orbital gap at 10.08 eV. The total energy is -661.46749 Eh.

```
10
C2H4N2OS, DFT the ωB97M-V functional and the def2-TZVPD basis
S -2.250 -0.010 0.239
C -0.622 0.011 -0.569
N 0.188 -1.279 -0.245
C 1.217 -0.849 0.332
O 1.373 0.471 0.494
N 0.194 1.084 -0.044
H -1.788 0.246 1.460
H -0.808 0.036 -1.644
H 2.009 -1.466 0.725
H 0.487 1.756 -0.748
```



# 3
Here is an isolated molecule of C22H29NO6 from the OMol25 dataset. Energies are from the ωB97M-V functional and the def2-TZVPD basis.

The calculation puts the HOMO energy at -0.2900 Ha. The calculation puts the orbital gap at 8.56 eV. The total energy is -1361.86727 Eh.

```
58
C22H29NO6, DFT the ωB97M-V functional and the def2-TZVPD basis
C -4.116 -3.405 -0.054
O -3.607 -2.302 -0.758
C -3.329 -1.147 -0.065
C -3.411 -1.053 1.319
C -3.069 0.108 1.991
C -2.656 1.229 1.290
C -2.221 2.483 1.985
C -0.697 2.486 2.215
N 0.049 2.357 0.984
C 0.139 3.378 0.107
O -0.318 4.481 0.336
C 0.915 3.088 -1.171
C 0.737 1.692 -1.787
C 1.515 0.614 -1.079
C 0.866 -0.448 -0.460
C 1.599 -1.428 0.193
O 1.058 -2.502 0.835
C -0.337 -2.665 0.804
C 3.005 -1.365 0.238
O 3.595 -2.406 0.897
C 4.875 -2.249 1.465
C 3.655 -0.310 -0.416
O 5.028 -0.303 -0.406
C 5.703 0.768 -1.017
C 2.899 0.667 -1.055
C -2.608 1.151 -0.093
C -2.922 -0.011 -0.789
O -2.751 0.088 -2.141
C -3.332 -0.850 -3.020
H -4.315 -4.164 -0.809
H -3.389 -3.796 0.666
H -5.049 -3.159 0.464
H -3.731 -1.907 1.895
H -3.131 0.133 3.069
H -2.465 3.354 1.378
H -2.715 2.576 2.953
H -0.420 3.437 2.678
H -0.410 1.663 2.873
H 0.357 1.439 0.705
H 1.970 3.260 -0.945
H 0.609 3.848 -1.892
H -0.321 1.429 -1.816
H 1.090 1.744 -2.821
H -0.210 -0.505 -0.503
H -0.531 -3.594 1.338
H -0.712 -2.751 -0.221
H -0.854 -1.841 1.308
H 4.995 -3.098 2.138
H 5.663 -2.269 0.709
H 4.952 -1.320 2.037
H 6.762 0.569 -0.859
H 5.444 1.727 -0.557
H 5.503 0.812 -2.092
H 3.392 1.477 -1.566
H -2.322 2.014 -0.674
H -3.188 -0.431 -4.016
H -2.840 -1.823 -2.959
H -4.400 -0.972 -2.829
```



# 4
Here is a cluster of 6 separate species, C39H80N6O8 in total in a non-equilibrium geometry from the OMol25 dataset. Energies are from the ωB97M-V functional and the def2-TZVPD basis.

Its spin multiplicity is 2. The calculation puts the HOMO energy (alpha / beta) at -0.5061 / -0.5125 Ha. As for the total charge: +3. The calculation puts the orbital gap (alpha / beta) at 3.69 / 3.87 eV. The total energy is -2462.85016 Eh.

```
133
C39H80N6O8, DFT the ωB97M-V functional and the def2-TZVPD basis
N 6.938 15.607 -7.051
O 7.232 16.465 -6.224
O 5.768 15.142 -7.044
O 7.715 15.159 -7.890
C 3.577 9.329 -6.042
C 4.131 10.717 -6.113
O 4.165 11.311 -7.145
N 4.656 11.267 -4.831
H 3.908 11.360 -4.159
H 5.304 10.551 -4.533
C 5.563 12.514 -4.942
H 3.857 8.744 -6.918
H 2.505 9.461 -6.190
H 3.754 8.731 -5.148
H 5.092 13.365 -5.434
H 6.426 12.299 -5.573
H 5.824 12.751 -3.911
C 13.316 17.253 -9.863
C 13.290 17.574 -8.334
C 11.838 18.330 -8.080
C 10.608 17.328 -7.870
C 10.926 16.476 -6.688
C 12.082 15.476 -7.001
N 13.322 16.313 -7.354
O 14.468 15.576 -7.340
C 11.680 14.478 -7.981
C 12.393 14.737 -5.691
C 14.442 18.457 -7.723
H 14.263 16.735 -10.011
H 13.352 18.258 -10.282
H 12.440 16.729 -10.245
H 11.563 19.088 -8.814
H 11.841 18.908 -7.156
H 10.255 16.795 -8.753
H 9.716 17.889 -7.590
H 9.967 15.975 -6.552
H 11.117 17.115 -5.825
H 11.491 14.960 -8.941
H 10.850 13.829 -7.701
H 12.461 13.756 -8.219
H 12.841 15.443 -4.992
H 13.047 13.871 -5.792
H 11.533 14.221 -5.263
H 14.445 18.612 -6.644
H 14.439 19.450 -8.173
H 15.392 17.986 -7.978
C 6.786 9.784 -11.392
C 8.314 9.752 -11.186
C 8.858 11.001 -12.003
C 8.702 12.343 -11.218
C 9.214 12.236 -9.818
C 8.548 11.231 -8.873
N 8.502 9.887 -9.654
O 8.144 8.771 -8.991
C 7.051 11.698 -8.569
C 9.395 10.963 -7.624
C 9.110 8.504 -11.720
H 6.343 8.806 -11.204
H 6.533 9.954 -12.438
H 6.200 10.608 -10.984
H 8.399 11.130 -12.983
H 9.933 10.928 -12.167
H 7.656 12.644 -11.156
H 9.203 13.132 -11.778
H 8.945 13.190 -9.363
H 10.301 12.262 -9.737
H 6.558 10.818 -8.154
H 6.595 12.092 -9.477
H 6.990 12.531 -7.869
H 10.438 10.902 -7.936
H 9.071 10.009 -7.209
H 9.261 11.663 -6.799
H 9.276 8.545 -12.797
H 8.445 7.663 -11.524
H 10.008 8.489 -11.102
C 7.557 20.428 -10.487
C 7.082 18.987 -10.851
C 5.770 19.020 -11.737
C 5.473 17.853 -12.763
C 6.739 17.575 -13.519
C 8.009 17.162 -12.727
N 8.176 18.351 -11.704
O 9.451 18.158 -10.981
C 9.169 17.201 -13.749
C 7.773 15.836 -12.187
C 6.901 18.125 -9.526
H 7.032 20.838 -9.624
H 7.765 21.177 -11.251
H 8.552 20.301 -10.060
H 5.715 19.960 -12.286
H 4.816 19.015 -11.210
H 4.742 18.246 -13.470
H 5.027 16.987 -12.274
H 6.902 18.501 -14.070
H 6.493 16.942 -14.371
H 10.064 16.623 -13.522
H 9.406 18.254 -13.901
H 8.811 16.776 -14.687
H 6.752 15.621 -11.873
H 8.374 15.500 -11.342
H 7.982 15.052 -12.915
H 7.746 18.268 -8.852
H 6.543 17.120 -9.748
H 6.057 18.493 -8.943
C 8.260 21.110 -0.621
C 9.317 21.020 -1.790
C 10.592 20.555 -1.028
C 11.596 19.780 -1.861
C 10.892 18.597 -2.441
C 9.823 18.926 -3.530
N 8.920 20.049 -2.871
O 7.584 20.086 -3.144
C 8.919 17.687 -3.733
C 10.529 19.430 -4.782
C 9.559 22.344 -2.477
H 7.370 21.733 -0.704
H 8.624 21.577 0.294
H 7.950 20.110 -0.318
H 10.396 20.052 -0.081
H 11.120 21.434 -0.660
H 12.424 19.367 -1.285
H 12.121 20.438 -2.554
H 10.427 18.149 -1.562
H 11.636 17.929 -2.874
H 9.534 16.859 -4.086
H 8.243 17.837 -4.575
H 8.383 17.427 -2.820
H 9.914 19.197 -5.651
H 11.534 19.066 -4.993
H 10.471 20.504 -4.955
H 8.577 22.715 -2.772
H 10.192 22.109 -3.332
H 10.061 22.951 -1.723
```



# 5
Here is a structure of composition C4H13N3O from the OMol25 dataset. Energies are from the ωB97M-V functional and the def2-TZVPD basis.

The calculation puts the HOMO energy at -0.2173 Ha. The calculation puts the orbital gap at 6.29 eV. The total energy is -399.58736 Eh.

```
21
C4H13N3O, DFT the ωB97M-V functional and the def2-TZVPD basis
C -1.254 -0.126 0.120
C -1.872 -0.858 -1.053
N -1.636 -0.689 1.394
O -1.808 1.267 0.074
H -2.197 1.383 0.950
H 0.114 1.152 -0.180
H -2.428 -1.327 1.357
H -0.870 -1.139 1.878
H -1.687 -0.324 -1.988
H -1.442 -1.860 -1.144
H -2.965 -0.960 -0.947
C 1.531 -0.962 0.213
N 2.508 0.126 0.053
C 2.173 1.363 -0.228
N 0.938 1.786 -0.337
H 3.506 -0.046 0.124
H 0.749 2.751 -0.546
H 2.982 2.072 -0.381
H 1.784 -1.515 1.120
H 1.625 -1.635 -0.645
H 0.249 -0.460 0.162
```



# 6
Here is a cluster of 5 separate species, C23H47IN2O10S4 in total in a non-equilibrium geometry from the OMol25 dataset. Energies are from the ωB97M-V functional and the def2-TZVPD basis.

The calculation puts the HOMO energy at -0.3282 Ha. The calculation puts the orbital gap at 9.39 eV. The total energy is -3656.85796 Eh.

```
87
C23H47IN2O10S4, DFT the ωB97M-V functional and the def2-TZVPD basis
C -1.032 0.097 2.793
C -2.199 -0.688 2.180
C -1.720 -2.004 1.546
N -1.543 -3.050 2.558
N -2.735 -3.767 2.824
C -0.467 -3.952 2.417
O -0.410 -5.008 2.989
O 0.574 -3.541 1.619
C 1.436 -2.585 2.249
C 2.163 -1.689 1.224
C 1.643 -1.726 -0.220
I 4.265 -2.186 1.191
H -1.303 1.140 2.970
H -0.157 0.095 2.138
H -0.761 -0.325 3.764
H -2.717 -0.081 1.438
H -2.872 -0.957 2.996
H -0.792 -1.816 1.027
H -2.459 -2.321 0.802
H -3.287 -3.849 1.979
H -3.266 -3.276 3.530
H 0.868 -1.976 2.957
H 2.172 -3.145 2.829
H 2.136 -0.670 1.603
H 0.623 -2.088 -0.271
H 1.653 -0.710 -0.623
H 2.284 -2.322 -0.862
O 3.068 3.456 -1.771
S 3.438 2.585 -0.677
O 2.414 1.891 0.069
C 4.673 1.436 -1.244
C 5.996 2.146 -0.985
C 5.864 2.791 0.403
C 4.502 3.498 0.453
H 4.497 1.206 -2.287
H 4.566 0.539 -0.643
H 6.831 1.450 -1.034
H 6.158 2.918 -1.741
H 5.902 2.014 1.169
H 6.673 3.491 0.604
H 4.050 3.477 1.441
H 4.556 4.523 0.092
O 3.477 -1.411 -2.727
S 4.279 -1.200 -3.905
O 5.395 -0.285 -3.875
C 4.818 -2.785 -4.537
C 3.703 -3.201 -5.492
C 3.334 -1.939 -6.286
C 3.194 -0.790 -5.280
H 4.965 -3.465 -3.702
H 5.759 -2.623 -5.062
H 4.023 -4.012 -6.144
H 2.838 -3.549 -4.923
H 4.129 -1.712 -6.998
H 2.414 -2.073 -6.853
H 3.503 0.169 -5.687
H 2.184 -0.714 -4.881
O -4.623 -1.478 4.159
S -6.044 -1.740 4.187
O -6.530 -3.094 4.171
C -6.767 -0.835 5.550
C -7.121 0.523 4.952
C -7.735 0.231 3.575
C -6.823 -0.786 2.875
H -6.048 -0.790 6.364
H -7.656 -1.382 5.864
H -7.808 1.071 5.594
H -6.217 1.124 4.836
H -8.732 -0.194 3.702
H -7.837 1.135 2.979
H -7.366 -1.472 2.232
H -6.027 -0.302 2.312
O -1.962 1.174 -1.598
S -1.541 2.147 -2.576
O -1.371 1.763 -3.957
C -2.639 3.561 -2.476
C -1.980 4.470 -1.443
C -0.479 4.452 -1.765
C -0.073 2.991 -1.981
H -3.633 3.217 -2.200
H -2.663 4.025 -3.461
H -2.393 5.477 -1.479
H -2.149 4.072 -0.440
H -0.295 5.026 -2.676
H 0.113 4.902 -0.970
H 0.717 2.885 -2.717
H 0.228 2.512 -1.051
```